1:
ORCA calculation (the ωB97M-V functional and the def2-TZVPD basis) on C3H5NS in the gas phase.

Last column: Mulliken charge in e.
Positions of all 10 atoms, in Å:
H: 0.35 -2.00 -0.45  0.269
N: -0.52 -1.88 0.06  -0.621
C: -0.97 -0.72 0.12  0.186
C: -0.37 0.63 -0.26  -0.681
C: 1.04 0.81 0.31  -0.155
S: 2.30 -0.11 -0.04  -0.253
H: -2.03 -0.48 0.41  0.270
H: -0.17 0.81 -1.26  0.316
H: -0.96 1.38 0.03  0.383
H: 1.33 1.56 1.08  0.286

highest occupied orbital energy	-8.80	eV
lowest unoccupied orbital energy	-0.013	hartree
Kohn-Sham gap	8.46	eV
SMILES string	[H]/N=C\CC=S

---

2:
ORCA calculation (the ωB97M-V functional and the def2-TZVPD basis) on a molecular structure, C3H5NS.

Last column: Mulliken charge in e.
Positions of all 10 atoms, in Å:
C: -0.22 -1.06 -0.15  -0.532
C: -1.56 -0.98 0.09  -0.301
C: 1.13 0.96 0.03  -0.760
N: 0.00 0.29 -0.39  -0.055
S: -1.58 0.79 -0.02  -0.124
H: 0.43 -1.81 -0.06  0.442
H: -2.40 -1.62 0.15  0.400
H: 1.87 0.69 -0.59  0.353
H: 0.86 2.07 -0.03  0.242
H: 1.47 0.68 0.97  0.335

highest occupied orbital energy	-8.37	eV
lowest unoccupied orbital energy	0.029	hartree
Kohn-Sham gap	9.17	eV

---

Of them, the most stable is 1 and the least stable is 2.

---

1:
ORCA calculation (the ωB97M-V functional and the def2-TZVPD basis) on C3H5NS in the gas phase.

Last column: Mulliken charge in e.
Positions of all 10 atoms, in Å:
N: -2.53 0.21 0.52  -0.468
C: -1.44 -0.25 0.27  0.301
C: -0.27 -0.78 0.39  -0.418
C: 0.90 0.43 0.31  -0.610
S: 1.12 0.98 -1.47  -0.238
H: 0.05 -1.45 -0.61  0.270
H: -0.15 -1.28 1.35  0.288
H: 0.74 1.35 0.84  0.410
H: 1.94 -0.13 0.35  0.302
H: -0.37 0.92 -1.95  0.163

highest occupied orbital energy	-9.52	eV
lowest unoccupied orbital energy	0.016	hartree
Kohn-Sham gap	9.96	eV
SMILES string	N#CCCS

---

2:
ORCA calculation (the ωB97M-V functional and the def2-TZVPD basis) on C3H5NS in the gas phase.

Last column: Mulliken charge in e.
Positions of all 10 atoms, in Å:
S: -2.73 0.00 -0.13  -0.262
C: -1.08 0.04 -0.22  -0.072
C: 0.10 1.13 -0.13  -0.218
N: 1.21 -0.16 -0.27  -0.525
C: 0.00 -1.05 -0.12  -0.150
H: 0.54 1.84 -0.97  0.260
H: 0.16 1.58 0.96  0.244
H: 1.86 -0.05 0.44  0.238
H: -0.10 -1.12 1.13  0.214
H: 0.03 -2.22 -0.67  0.271

highest occupied orbital energy	-8.90	eV
lowest unoccupied orbital energy	-0.017	hartree
Kohn-Sham gap	8.44	eV
SMILES string	S=C1CNC1

---

3:
ORCA calculation (the ωB97M-V functional and the def2-TZVPD basis) on C3H5NS in the gas phase.

Last column: Mulliken charge in e.
Positions of all 10 atoms, in Å:
S: 0.85 -2.58 0.41  -0.264
C: 0.49 -1.06 -0.08  -0.592
C: -0.52 -0.23 0.30  0.411
C: 0.01 1.05 0.55  -0.443
N: -0.85 0.73 -0.76  -0.583
H: 1.16 -0.90 -0.96  0.236
H: -1.31 -0.68 0.83  0.428
H: -0.51 1.86 1.13  0.231
H: 1.00 1.14 0.28  0.310
H: -0.33 0.68 -1.70  0.265

highest occupied orbital energy	-8.74	eV
lowest unoccupied orbital energy	-0.009	hartree
Kohn-Sham gap	8.49	eV
SMILES string	S=C[C@H]1CN1

---

Of them, the most stable is 1 and the least stable is 2.

---

1:
ORCA calculation (the ωB97M-V functional and the def2-TZVPD basis) on 2 unconnected molecules or ions with the total composition C3H2NO2S.

Last column: Mulliken charge in e.
Positions of all 9 atoms, in Å:
C: -0.28 0.07 1.71  0.562
C: -1.51 -1.00 -1.26  -0.393
C: 0.22 0.03 0.46  -0.502
N: -0.76 -0.14 2.75  -0.540
O: 1.57 0.97 -1.58  -0.534
O: 2.02 2.03 0.61  -0.564
S: 1.11 1.23 -0.22  0.726
H: -1.71 -1.85 -0.57  0.120
H: -0.67 -1.34 -1.90  0.125

highest occupied orbital energy (spin up / spin down)	-4.59 / -4.59	eV
lowest unoccupied orbital energy (spin up / spin down)	0.102 / 0.102	hartree
Kohn-Sham gap (spin up / spin down)	7.37 / 7.37	eV
charge	-1

---

2:
ORCA calculation (the ωB97M-V functional and the def2-TZVPD basis) on a gas-phase ion, C3H2NO2S (charge -1).

Last column: Mulliken charge in e.
Positions of all 9 atoms, in Å:
C: 1.92 -0.21 0.54  -0.746
S: 0.20 0.55 0.56  0.823
O: 0.37 1.81 1.23  -0.581
C: -1.53 0.42 -0.01  -0.534
C: -1.81 -0.33 -1.17  0.513
N: -2.07 -0.82 -2.19  -0.510
O: -0.90 -0.44 1.17  -0.330
H: 2.02 0.32 -0.38  0.165
H: 1.81 -1.29 0.25  0.200

highest occupied orbital energy (spin up / spin down)	-4.22 / -4.22	eV
lowest unoccupied orbital energy (spin up / spin down)	0.133 / 0.133	hartree
Kohn-Sham gap (spin up / spin down)	7.85 / 7.85	eV
SMILES string	C=[S@@]1([O-])=C(C#N)O1
charge	-1

---

Of them, the most stable is 2 and the least stable is 1.

---

1:
ORCA calculation (the ωB97M-V functional and the def2-TZVPD basis) on 2 unconnected molecules or ions with the total composition C11H15NO.

Last column: Mulliken charge in e.
Positions of all 28 atoms, in Å:
C: -2.99 2.48 0.15  -1.262
C: -1.64 1.92 0.42  0.371
C: -0.39 2.40 0.21  -0.700
N: 0.57 1.60 0.80  -0.038
C: -0.08 0.53 1.37  -0.275
C: 0.47 -0.49 2.15  -0.643
C: -0.38 -1.44 2.65  -0.565
C: -1.76 -1.36 2.37  -0.568
C: -2.30 -0.33 1.64  -0.427
C: -1.45 0.67 1.15  1.065
H: -3.00 2.99 -0.80  0.370
H: -3.35 3.23 0.86  0.251
H: -3.69 1.65 0.02  0.329
H: -0.05 3.28 -0.31  0.431
H: 1.55 1.63 0.59  0.256
H: 1.53 -0.41 2.32  0.362
H: -0.05 -2.30 3.20  0.381
H: -2.41 -2.17 2.68  0.368
H: -3.37 -0.32 1.50  0.307
C: 2.51 -1.39 -3.41  -1.208
C: 2.66 -2.05 -2.08  -0.086
O: 2.45 -1.12 -0.96  -0.483
H: 3.12 -0.48 -3.52  0.353
H: 1.52 -1.04 -3.70  0.349
H: 2.97 -2.01 -4.19  0.349
H: 1.87 -2.79 -1.97  0.223
H: 3.68 -2.36 -1.86  0.246
H: 2.00 -0.34 -1.29  0.245

highest occupied orbital energy	-7.81	eV
lowest unoccupied orbital energy	0.028	hartree
Kohn-Sham gap	8.57	eV
SMILES string	Cc1c[nH]c2ccccc12.CCO

---

2:
ORCA calculation (the ωB97M-V functional and the def2-TZVPD basis) on C11H15NO in the gas phase.

Last column: Mulliken charge in e.
Positions of all 28 atoms, in Å:
C: 3.83 -0.97 -0.13  -0.620
O: 2.60 -1.18 -0.64  -0.372
C: 1.84 -0.05 -0.39  0.227
C: 2.19 1.04 0.44  -0.419
C: 1.17 1.97 0.72  -0.830
C: -0.10 1.71 0.44  0.104
C: -0.54 0.69 -0.39  -0.157
C: -1.74 0.55 -0.96  -0.318
C: -3.21 0.79 -0.48  -0.821
C: -2.65 -0.53 -0.67  0.018
C: -2.23 -1.56 0.40  -0.343
N: -1.75 -1.25 1.77  -0.541
C: 0.47 -0.20 -0.72  0.107
H: 4.54 -0.17 -0.57  0.291
H: 3.69 -0.63 1.04  0.233
H: 4.43 -1.96 -0.15  0.238
H: 3.19 1.11 1.03  0.163
H: 1.36 2.67 1.55  0.306
H: -0.85 2.54 0.92  0.121
H: -1.83 0.59 -2.09  0.340
H: -3.25 1.12 0.58  0.264
H: -4.03 1.37 -1.05  0.232
H: -3.12 -0.93 -1.59  0.372
H: -3.08 -2.27 0.73  0.362
H: -1.43 -2.11 -0.27  0.102
H: -0.80 -0.80 1.91  0.173
H: -1.87 -2.04 2.44  0.243
H: 0.26 -0.98 -1.37  0.523

highest occupied orbital energy	-8.67	eV
lowest unoccupied orbital energy	0.030	hartree
Kohn-Sham gap	9.49	eV
SMILES string	COc1cccc([C@@H]2C[C@@H]2CN)c1

---

3:
ORCA calculation (the ωB97M-V functional and the def2-TZVPD basis) on 2 unconnected molecules or ions with the total composition C11H15NO.

Last column: Mulliken charge in e.
Positions of all 28 atoms, in Å:
C: -4.06 -0.57 0.64  -0.676
C: -1.80 -0.02 -0.30  0.679
C: -1.45 -1.33 -0.23  -0.031
C: -0.16 -1.79 -0.25  -0.864
C: 0.91 -0.90 -0.37  0.745
C: 2.44 -1.35 -0.27  -1.127
C: 2.91 0.07 -0.11  0.244
C: 1.83 0.89 -0.79  -0.742
C: 0.61 0.39 -0.27  0.496
C: -0.68 0.85 -0.19  -0.526
C: -0.84 2.41 -0.09  -1.154
H: -4.94 -0.10 1.70  0.265
H: -4.72 -1.29 -0.13  0.265
H: -3.31 -1.05 1.47  0.298
H: -2.28 -2.03 -0.67  0.156
H: 0.25 -2.78 -0.91  0.136
H: 2.80 -1.98 -1.18  0.377
H: 2.45 -2.26 0.60  0.295
H: 3.83 0.47 -0.67  0.355
H: 3.02 1.13 1.90  0.306
H: 2.12 -0.27 1.66  0.345
H: 2.16 2.12 -0.55  0.351
H: 1.93 1.01 -1.79  0.366
H: -1.98 2.43 -0.67  0.243
H: 0.16 2.98 -0.46  0.265
H: -1.07 2.64 0.99  0.296
N: 3.06 0.04 1.32  -0.800
O: -3.17 0.27 -0.36  -0.564

highest occupied orbital energy	-8.50	eV
lowest unoccupied orbital energy	0.021	hartree
Kohn-Sham gap	9.08	eV

---

Of them, the most stable is 1 and the least stable is 3.

---

1:
ORCA calculation (the ωB97M-V functional and the def2-TZVPD basis) on 2 unconnected molecules or ions with the total composition C4H10O2Si.

Last column: Mulliken charge in e.
Positions of all 17 atoms, in Å:
C: 0.26 -0.41 0.78  -0.881
C: -0.99 0.01 0.80  1.226
C: -1.72 0.19 2.06  -1.271
C: -1.74 0.58 -0.38  -1.283
O: 3.05 0.61 -1.50  -0.464
O: 2.62 -2.02 -1.46  -0.411
Si: 1.93 -0.59 -1.61  0.432
H: 0.87 -0.87 1.67  0.196
H: -1.86 1.27 2.48  0.261
H: -2.79 0.03 1.91  0.310
H: -1.21 -0.37 2.91  0.314
H: -1.27 0.73 -1.29  0.363
H: -2.04 1.64 -0.10  0.284
H: -2.72 0.14 -0.29  0.348
H: 2.81 1.48 -1.98  0.329
H: 3.46 -1.88 -0.95  0.338
H: 1.35 -0.54 -3.05  -0.089

highest occupied orbital energy	-8.04	eV
lowest unoccupied orbital energy	0.011	hartree
Kohn-Sham gap	8.33	eV

---

2:
ORCA calculation (the ωB97M-V functional and the def2-TZVPD basis) on a molecular structure, C4H10O2Si.

Last column: Mulliken charge in e.
Positions of all 17 atoms, in Å:
C: 2.58 1.40 -0.59  -0.566
C: 1.37 1.13 -0.07  -0.146
C: -2.62 0.28 -0.72  -0.601
C: -0.02 -1.16 1.89  -0.987
O: 1.08 -1.75 -0.91  -0.486
O: -1.28 0.12 -1.10  -0.638
Si: 0.55 -0.53 0.08  0.662
H: 2.88 2.36 -0.94  0.299
H: 3.06 0.54 -1.08  0.237
H: 0.91 2.02 0.45  0.264
H: -3.26 1.08 -1.11  0.268
H: -2.44 0.57 0.35  0.180
H: -3.12 -0.65 -0.84  0.246
H: -1.10 -1.36 1.73  0.286
H: 0.51 -2.00 2.24  0.373
H: 0.16 -0.23 2.42  0.282
H: 0.74 -1.83 -1.78  0.327

highest occupied orbital energy (spin up / spin down)	-8.53 / -8.53	eV
lowest unoccupied orbital energy (spin up / spin down)	0.017 / 0.017	hartree
Kohn-Sham gap (spin up / spin down)	8.98 / 8.98	eV

---

Of them, the most stable is 2 and the least stable is 1.

---

1:
ORCA calculation (the ωB97M-V functional and the def2-TZVPD basis) on C4H4Cl2 in the gas phase.

Last column: Mulliken charge in e.
Positions of all 10 atoms, in Å:
C: 0.76 -1.68 -0.06  -0.529
C: -0.14 -0.75 -0.24  0.347
Cl: -1.82 -1.11 -0.85  -0.214
C: 0.30 0.72 -0.06  0.458
C: -0.71 1.52 0.02  -0.696
Cl: 1.72 1.26 0.68  -0.169
H: 1.57 -1.20 0.80  0.089
H: 0.81 -2.73 -0.35  0.335
H: -0.72 2.73 0.19  0.183
H: -1.77 1.25 -0.14  0.196

highest occupied orbital energy	-9.39	eV
lowest unoccupied orbital energy	0.015	hartree
Kohn-Sham gap	9.81	eV
SMILES string	C=C(Cl)C(=C)Cl

---

2:
ORCA calculation (the ωB97M-V functional and the def2-TZVPD basis) on 2 unconnected molecules or ions with the total composition C4H4Cl2.

Last column: Mulliken charge in e.
Positions of all 10 atoms, in Å:
C: -0.39 0.99 -0.56  -0.363
C: 1.09 -0.64 0.07  -0.381
C: 0.21 0.48 0.81  0.235
C: -0.34 -0.44 -0.20  0.050
Cl: -0.03 0.88 2.41  -0.130
Cl: -2.20 -2.21 -0.45  -0.321
H: -1.41 1.34 -0.54  0.221
H: 0.15 1.43 -1.40  0.196
H: 1.73 -0.41 -0.78  0.198
H: 1.18 -1.43 0.64  0.296

highest occupied orbital energy (spin up / spin down)	-10.15 / -10.15	eV
lowest unoccupied orbital energy (spin up / spin down)	-0.083 / -0.083	hartree
Kohn-Sham gap (spin up / spin down)	7.89 / 7.89	eV

---

3:
ORCA calculation (the ωB97M-V functional and the def2-TZVPD basis) on C4H4Cl2 in the gas phase.

Last column: Mulliken charge in e.
Positions of all 10 atoms, in Å:
C: -0.74 1.33 -0.45  -0.554
C: -0.10 0.66 0.35  0.412
Cl: -0.18 0.88 2.05  -0.192
C: 0.78 -0.47 0.20  0.148
C: 0.12 -1.54 -0.31  -0.673
Cl: 2.37 -0.41 0.86  -0.140
H: -1.56 2.15 -0.10  0.198
H: -0.48 1.52 -1.57  0.233
H: -0.90 -1.70 -0.65  0.316
H: 0.70 -2.43 -0.38  0.254

highest occupied orbital energy	-9.79	eV
lowest unoccupied orbital energy	0.027	hartree
Kohn-Sham gap	10.52	eV
SMILES string	C=C(Cl)C(=C)Cl

---

Of them, the most stable is 3 and the least stable is 2.